Entry 1:
Here is a molecular structure, H27O13 from the Open Molecules 2025 dataset. Energies are from the ωB97M-V functional and the def2-TZVPD basis.

Each line ends with the Mulliken charge.
Geometry (Å):
O  -2.679  0.903  0.247  -0.531
H  2.677  3.279  -1.864  0.305
H  -1.712  1.896  0.297  0.602
O  1.666  0.191  -1.560  -0.590
H  2.528  0.398  -2.167  0.330
H  1.673  1.505  1.113  0.273
O  -0.668  -0.203  -1.509  -0.466
H  -3.154  1.467  3.123  0.319
O  0.863  1.185  0.732  -0.637
H  -1.763  1.283  -2.452  0.296
H  1.006  1.027  -0.235  0.444
O  -1.725  2.315  -2.343  -0.634
H  -2.580  0.157  0.920  0.375
H  -1.883  2.674  -3.312  0.311
O  1.357  -3.676  0.248  -0.549
H  1.283  -4.417  0.955  0.295
H  0.661  -3.817  -0.368  0.284
O  -1.986  -2.178  0.839  -0.525
H  -2.214  -3.121  0.637  0.255
H  -2.421  -2.010  1.658  0.277
O  -2.338  1.993  2.830  -0.648
H  -2.718  2.820  2.689  0.330
H  -1.224  2.647  1.876  0.471
O  -0.080  -0.966  2.851  -0.616
H  0.383  -0.241  3.229  0.297
H  0.150  -0.924  1.845  0.306
O  3.339  -2.171  0.904  -0.617
H  2.392  -2.025  1.121  0.324
H  3.874  -1.410  1.157  0.288
O  3.149  2.504  -1.553  -0.574
H  3.751  2.866  -0.879  0.296
H  -2.434  0.490  -0.565  0.271
O  0.183  -2.517  -2.415  -0.655
H  -0.125  -0.840  -2.043  0.326
H  1.102  -2.799  -2.588  0.288
O  -0.995  2.781  0.822  -0.663
H  -0.060  2.390  0.648  0.495
H  1.922  -0.705  -1.925  0.171
H  -0.564  -3.145  -2.691  0.279
H  -1.241  -0.729  -0.938  0.197

## Properties
**Charge**: +1
**Electronic energy**: -993.96799 a.u.
**Lowest unoccupied orbital energy**: -2.91 eV
**Frontier orbital gap**: 10.37 eV
**2S+1**: 1

***

Entry 2:
Here is a molecular structure, C42H40F3MgN10PS from the Open Molecules 2025 dataset. Energies are from the ωB97M-V functional and the def2-TZVPD basis.

Each line ends with the Mulliken charge.
Geometry (Å):
Mg  0.002  -0.580  0.219  0.134
C  0.609  1.112  4.279  -1.049
C  1.943  1.476  4.264  -0.867
C  2.698  1.246  3.122  -0.699
C  2.089  0.647  2.034  0.652
N  0.796  0.297  2.049  0.997
C  0.073  0.527  3.142  -0.187
C  2.799  0.375  0.748  -0.054
C  4.161  0.587  0.591  -0.209
C  4.758  0.308  -0.626  -1.053
C  3.977  -0.169  -1.667  -0.978
C  2.625  -0.343  -1.441  -0.791
N  2.035  -0.080  -0.265  1.069
H  -0.011  1.274  5.149  0.506
H  2.398  1.936  5.132  0.519
H  3.741  1.529  3.095  0.563
H  -0.967  0.221  3.103  0.412
H  4.766  0.927  1.420  0.337
H  5.826  0.440  -0.749  0.650
H  4.405  -0.410  -2.631  0.606
H  1.975  -0.695  -2.232  0.397
C  -0.464  -5.734  2.993  -0.477
C  0.493  -5.295  2.189  -1.228
C  0.415  -3.952  1.481  1.593
C  -0.860  -3.164  1.767  -0.056
C  -1.860  -3.752  2.648  -0.803
C  -1.668  -4.937  3.234  -0.651
N  -1.073  -2.043  1.147  0.744
N  -2.373  -1.572  1.302  -0.702
C  -2.630  -0.341  0.863  0.285
C  -4.006  0.062  0.868  -0.950
C  -4.349  1.322  0.506  -0.550
C  -3.344  2.251  0.132  -0.826
C  -2.060  1.809  0.114  -0.464
N  -1.671  0.545  0.435  0.773
H  -0.361  -6.695  3.481  0.427
H  1.396  -5.867  2.014  0.430
H  0.419  -4.171  0.406  0.144
H  -2.757  -3.178  2.815  0.497
H  -2.421  -5.329  3.907  0.424
H  -4.739  -0.672  1.170  0.575
H  -5.389  1.626  0.514  0.414
H  -3.585  3.274  -0.121  0.465
H  -1.255  2.488  -0.143  0.385
F  8.433  -0.145  2.361  -0.255
C  7.956  -0.850  3.405  0.828
F  7.952  -0.042  4.471  -0.280
F  8.819  -1.841  3.642  -0.242
C  6.582  -1.383  3.094  0.471
C  6.403  -2.108  1.921  -1.089
C  5.151  -2.597  1.600  -0.493
C  4.067  -2.365  2.450  0.637
C  4.264  -1.668  3.639  -0.188
C  5.521  -1.175  3.960  -0.938
C  2.760  -2.848  2.096  -0.153
C  1.663  -3.237  1.797  -0.704
H  7.245  -2.287  1.262  0.476
H  5.001  -3.154  0.684  0.528
H  3.431  -1.513  4.310  0.624
H  5.677  -0.636  4.885  0.552
C  1.128  5.773  -2.521  -0.798
N  2.316  4.892  -2.080  0.093
C  3.062  4.437  -3.348  -0.729
N  2.178  3.780  -4.241  0.183
C  1.068  4.661  -4.610  -0.878
N  0.300  5.076  -3.436  0.182
C  -0.435  3.967  -2.820  -1.241
P  0.672  2.598  -2.197  1.443
C  1.851  3.711  -1.273  -1.427
C  1.714  2.479  -3.745  -1.397
H  1.570  6.655  -2.982  0.354
H  0.590  6.053  -1.618  0.387
H  2.946  5.461  -1.515  0.352
H  3.866  3.780  -3.021  0.386
H  3.474  5.340  -3.795  0.344
H  0.411  4.139  -5.303  0.388
H  1.465  5.546  -5.107  0.329
H  -1.130  3.547  -3.549  0.479
H  -1.037  4.345  -1.993  0.472
H  2.729  3.134  -0.976  0.596
H  1.368  4.084  -0.369  0.460
H  1.115  2.001  -4.522  0.508
H  2.575  1.834  -3.557  0.471
N  -1.630  -4.235  -5.736  -0.341
C  -1.653  -2.903  -5.601  -0.053
S  -2.002  -1.869  -6.826  -0.306
C  -1.286  -2.391  -4.237  0.914
C  -0.373  -3.056  -3.422  -1.053
C  -0.002  -2.483  -2.221  -0.428
N  -0.498  -1.320  -1.781  0.248
C  -1.414  -0.709  -2.548  -0.625
C  -1.820  -1.198  -3.770  -0.833
H  -1.880  -4.626  -6.630  0.228
H  -1.569  -4.858  -4.949  0.203
H  0.088  -3.986  -3.727  0.446
H  0.742  -2.965  -1.592  0.503
H  -1.835  0.208  -2.150  0.465
H  -2.546  -0.665  -4.369  0.497

## Properties
**Charge**: +2
**Electronic energy**: -3410.85830 a.u.
**Lowest unoccupied orbital energy**: -5.42 eV
**Frontier orbital gap**: 5.54 eV
**2S+1**: 1

***

Entry 3:
Here is a molecular structure, C23H48GdNO2P3 from the Open Molecules 2025 dataset. Energies are from the ωB97M-V functional and the def2-TZVPD basis.

Each line ends with the Löwdin spin population.
Geometry (Å):
Gd  1.307  -0.998  1.103  6.789
P  -1.079  1.156  -2.485  0.001
P  0.299  -2.318  -1.036  0.048
P  0.773  2.195  1.137  0.024
H  4.567  -2.529  -0.099  0.000
C  4.453  -1.857  0.771  0.005
C  3.476  -2.061  1.714  0.002
H  3.099  -3.084  1.933  -0.002
C  -1.197  1.926  -4.179  0.000
C  -2.428  -0.069  -2.783  0.001
C  -2.194  2.427  -1.745  0.000
C  1.658  -3.514  -0.819  -0.002
C  -0.948  -3.572  -1.449  0.009
C  0.799  -1.846  -2.692  0.012
C  2.167  3.015  2.054  0.006
C  -0.419  3.454  1.732  0.004
C  1.211  2.837  -0.501  0.004
H  5.292  -1.144  0.929  0.000
H  3.384  -1.383  2.597  -0.004
H  -2.281  2.041  -4.442  0.000
H  -0.719  1.360  -4.986  0.000
H  -0.759  2.932  -4.191  0.000
H  -3.289  0.527  -3.166  0.000
H  -2.725  -0.530  -1.829  0.000
H  -2.118  -0.807  -3.542  0.000
H  -2.396  3.175  -2.538  0.000
H  -1.737  2.899  -0.867  0.000
H  -3.159  1.953  -1.486  0.000
H  1.655  -4.085  -1.768  0.001
H  1.566  -4.255  -0.007  0.000
H  2.641  -3.037  -0.725  0.000
H  -0.544  -4.183  -2.275  0.002
H  -1.909  -3.131  -1.740  0.000
H  -1.084  -4.205  -0.562  0.000
H  1.160  -2.816  -3.039  0.002
H  1.623  -1.141  -2.636  0.000
H  0.059  -1.485  -3.401  0.000
H  2.111  4.100  2.233  0.002
H  3.119  2.843  1.548  0.000
H  2.254  2.525  3.027  0.000
H  0.110  4.156  2.388  0.001
H  -1.188  2.986  2.349  0.000
H  -0.933  4.042  0.968  0.000
H  1.932  3.603  -0.229  0.000
H  0.451  3.246  -1.157  0.000
H  1.758  2.122  -1.105  0.001
C  3.129  0.660  -0.704  0.009
C  3.925  0.964  -1.810  0.016
C  5.279  1.244  -1.584  -0.001
C  5.756  1.481  -0.296  0.017
C  4.908  1.319  0.810  -0.004
C  3.576  0.961  0.602  0.015
O  1.909  0.097  -0.878  0.061
H  0.305  0.990  -2.096  0.000
H  3.418  0.806  -2.752  0.001
H  6.007  1.150  -2.377  0.000
H  6.784  1.814  -0.106  0.001
H  5.307  1.227  1.847  0.000
H  2.952  0.724  1.485  -0.004
O  -0.836  -0.903  1.650  -0.019
C  -2.083  -0.911  2.028  0.000
C  -3.162  -0.259  1.186  0.000
C  -4.471  -1.085  0.896  0.000
C  -5.422  -1.241  2.107  0.000
C  -4.765  -1.966  3.290  0.000
C  -3.666  -1.111  3.909  0.000
N  -2.348  -1.349  3.264  0.001
H  -3.453  0.692  1.698  0.000
H  -2.609  0.010  0.261  0.000
H  -5.029  -0.513  0.138  0.000
H  -4.261  -2.092  0.471  0.000
H  -5.797  -0.245  2.439  0.000
H  -6.300  -1.861  1.831  0.000
H  -5.499  -2.202  4.081  0.000
H  -4.397  -2.943  2.937  0.000
H  -3.931  -0.040  3.867  0.000
H  -3.521  -1.409  4.945  0.000
H  -1.523  -1.482  3.859  0.000

## Properties
**Charge**: +3
**⟨S²⟩**: 16.0760
**Electronic energy**: -2899.10673 a.u.
**Lowest unoccupied orbital energy (spin up / spin down)**: -8.53 / -11.55 eV
**Frontier orbital gap (spin up / spin down)**: 7.67 / 4.45 eV
**2S+1**: 8

***

- Among the records above, which one has the highest charge?
  C23H48GdNO2P3

***

- Which value of electronic energy does entry 1 give?
  -993.96799 a.u.

***

- The highest electronic energy belongs to which entry?
  H27O13

***

- Among the records above, which one has the highest electronic energy?
  H27O13